No. 1
51
Properties=species:S:1:pos:R:3:forces:R:3:mulliken_charge:R:1 method="wB97M-V/def2-TZVPD" smiles="CC(=O)OC(=O)C[PH2](S)CN.CCOC(=O)C(F)(F)F.CCOC(=O)C(F)(F)F" homo_ev=-8.5 e_lumo_ev=0.30
C 2.20104 -0.24812 -0.43207 -0.4 1.2 0.4 -1.119
C 1.89634 0.16616 -1.85783 -0.4 0.5 2.7 0.637
O 2.31755 -0.47472 -2.72912 1.1 -1.8 -3.2 -0.493
O 1.09711 1.26441 -2.09097 -0.5 -0.6 1.1 -0.277
C -0.02616 0.88081 -2.88007 -0.2 -0.8 2.7 0.029
O -0.08324 1.23339 -3.96695 -0.3 1.3 -3.9 -0.457
C -1.05018 -0.02744 -2.21442 0.9 0.8 0.0 -0.235
P -2.22924 0.83216 -1.02914 0.2 -1.2 1.2 0.347
S -1.77549 2.89174 -1.66148 -0.1 1.2 -0.3 -0.467
C -2.84986 -0.82031 -0.27343 -0.7 0.0 -1.6 -0.831
N -2.66598 -2.01543 -1.12891 0.3 -0.2 0.8 -0.542
H 3.15762 -0.76260 -0.37720 0.0 0.1 -0.2 0.340
H 1.43920 -0.93470 -0.04997 -0.1 0.2 -0.2 0.306
H 2.19103 0.64967 0.19527 0.1 -0.3 0.2 0.347
H -0.46538 -0.81387 -1.73024 -0.6 -0.2 0.2 0.501
H -1.63453 -0.45892 -3.02564 0.0 -0.1 0.2 0.394
H -3.58464 1.16262 -1.34210 0.4 0.2 -0.4 0.043
H -1.71294 1.16710 0.26106 -0.1 0.0 -0.3 0.008
H -0.70449 3.28570 -0.93221 -0.2 -0.5 -0.1 0.150
H -3.93286 -0.72737 -0.07797 0.3 0.4 0.3 0.595
H -2.35570 -0.92832 0.67388 0.4 -0.2 -0.1 0.264
H -2.56059 -2.80602 -0.50004 0.0 -0.1 -0.3 0.218
H -3.48823 -2.21258 -1.68668 0.0 0.1 0.1 0.215
C -7.14952 -2.05539 5.59011 0.3 -0.2 -0.1 -1.104
C -6.88854 -0.76907 4.83520 -0.6 -0.1 0.3 -0.216
O -5.50893 -0.67252 4.43270 0.4 0.1 -0.2 -0.308
C -5.16702 -1.35852 3.34848 -0.8 0.1 0.3 0.210
O -5.89594 -2.04078 2.68983 0.4 0.0 -0.2 -0.504
C -3.68756 -1.11762 3.02631 1.0 -0.1 -0.1 1.111
F -2.90987 -1.21750 4.11270 -0.3 -0.1 -0.1 -0.265
F -3.49942 0.11435 2.52219 -0.3 -0.1 0.1 -0.276
F -3.23180 -2.00553 2.12828 -0.5 -0.1 0.8 -0.267
H -6.46785 -2.14550 6.43700 -0.1 0.1 0.1 0.303
H -8.17530 -2.08110 5.95648 0.0 0.1 0.0 0.372
H -6.98920 -2.92544 4.95347 -0.1 0.0 -0.1 0.318
H -7.07471 0.08566 5.48292 0.3 0.1 -0.1 0.318
H -7.54341 -0.66920 3.96967 0.2 -0.1 -0.1 0.322
C 4.98435 1.88853 -1.72861 0.3 0.2 0.2 -0.740
C 5.66107 0.97914 -2.73210 -0.7 -0.1 0.0 -0.227
O 7.04211 1.34391 -2.91345 0.4 0.0 0.0 -0.320
C 7.88563 0.91694 -1.97960 -0.8 -0.2 -0.1 0.356
O 7.59447 0.26868 -1.01692 0.4 0.1 0.0 -0.512
C 9.31601 1.34335 -2.33404 0.9 0.3 -0.1 0.865
F 9.37221 2.63170 -2.70939 -0.2 -0.2 0.1 -0.246
F 9.79500 0.60535 -3.35112 -0.3 0.0 0.2 -0.252
F 10.14370 1.18959 -1.29809 -0.3 -0.1 -0.1 -0.238
H 5.09567 2.93381 -2.01976 -0.1 0.0 -0.1 0.353
H 3.92441 1.65369 -1.65688 0.0 0.1 -0.1 0.014
H 5.42741 1.78452 -0.73748 0.0 -0.1 0.0 0.278
H 5.18720 1.08490 -3.70604 0.2 0.1 -0.1 0.351
H 5.57945 -0.06928 -2.44562 0.2 0.0 0.1 0.325

=====

No. 2
9
Properties=species:S:1:pos:R:3:forces:R:3:mulliken_charge:R:1 method="wB97M-V/def2-TZVPD" homo_ev="-9.3 / -9.0" relative_energy_ev=3.415 e_lumo_ev="-4.22 / -2.16"
N 0.27841 -1.06917 -1.39212 0.7 -2.6 0.4 -0.549
O -0.86991 -0.79484 0.95228 -2.1 -1.8 1.6 -0.477
O 1.15768 0.67170 0.44438 1.6 1.1 0.0 -0.515
P 0.28511 -0.43965 0.20294 0.9 0.5 -4.4 0.923
S -1.03866 2.45778 0.91271 -0.7 0.8 -0.7 0.113
Cl 1.49625 -1.51283 2.57668 -0.1 -0.2 0.1 -0.012
Cl -2.19638 3.69957 -0.22762 0.6 -0.6 0.6 -0.126
H 1.10207 -0.88456 -2.20587 -3.0 -1.0 3.5 0.318
H -0.21458 -2.12801 -1.26337 2.0 3.8 -1.2 0.325

=====

No. 3
15
Properties=species:S:1:pos:R:3:forces:R:3:mulliken_charge:R:1 method="wB97M-V/def2-TZVPD" smiles="O=C(O)CCO.O" homo_ev=-10.5 relative_energy_ev=1.293 e_lumo_ev=0.39
O 2.38385 0.63612 -0.05465 1.1 -0.8 -1.4 -0.753
H 1.54726 1.00861 0.30538 1.1 0.2 -0.4 0.383
H 2.22862 0.56918 -1.02402 0.4 0.2 1.1 0.296
O -2.44851 -1.12529 0.13294 1.5 -1.0 -1.4 -0.525
O -1.04005 -2.39731 -1.20504 0.0 0.6 0.5 -0.501
O 0.41949 1.78840 0.65873 0.1 1.6 1.7 -0.541
C -1.37425 -1.31792 -0.40028 0.5 0.3 0.4 0.547
C -0.57995 0.81567 0.59851 -2.2 0.4 0.3 -0.227
C -0.16080 -0.39891 -0.17987 -0.3 -1.0 0.0 -0.760
H -0.06738 -2.38562 -1.41897 -1.5 0.2 0.4 0.372
H 0.53552 2.06587 1.59144 0.0 -0.1 -0.9 0.376
H -0.89684 0.55806 1.62742 0.0 -0.2 -0.6 0.250
H -1.43228 1.31505 0.09892 0.1 -0.6 0.3 0.244
H 0.31787 -0.14976 -1.14643 -0.4 -0.1 0.5 0.348
H 0.56745 -0.98215 0.41590 -0.2 0.2 -0.5 0.492

=====

No. 4
9
Properties=species:S:1:pos:R:3:forces:R:3:lowdin_spin:R:1 method="wB97M-V/def2-TZVPD" homo_ev="-8.1 / -10.4" multiplicity=3 relative_energy_ev=0.350 e_lumo_ev="0.44 / -2.88"
C 1.37588 -0.43495 0.28413 0.5 3.5 -2.0 0.682
N -0.86297 0.83809 -0.64977 -2.3 1.6 -1.3 0.021
O -0.88185 0.12200 1.65501 0.2 0.2 0.9 0.035
O -0.55275 -1.68192 -0.05273 -1.4 1.2 0.2 0.101
S 2.28060 0.36114 -1.00365 -1.0 -0.7 1.4 1.080
S -0.35865 -0.30816 0.40602 0.6 -3.4 -1.5 0.043
H 1.82335 -1.18229 0.84737 0.6 -1.3 1.0 0.039
H -1.57962 0.72930 -1.50588 2.5 -0.5 2.7 -0.001
H -1.24401 1.55679 0.01949 0.4 -0.7 -1.3 0.000

=====

no.,molecular weight (u)
1,481.348
2,181.968
3,108.093
4,125.174